Here is a structure of composition C53H143N13Na2O16 at a distorted geometry from OMol25. Energies are from ωB97M-V/def2-TZVPD.

Cartesian coordinates (Å):
1 Na 2.530 -0.701 0.448
2 Na -1.076 0.118 -2.292
3 C -0.168 -0.741 0.083
4 O 0.355 -1.567 0.877
5 O 0.570 0.038 -0.654
6 O -1.432 -0.664 -0.017
7 C 5.430 1.002 -2.088
8 C 3.942 0.793 -2.399
9 C 3.587 -0.680 -2.605
10 O 4.146 -1.400 -1.540
11 C 3.919 -2.797 -1.566
12 N 3.182 1.182 -1.084
13 H 5.611 2.008 -1.756
14 H 6.073 0.759 -2.913
15 H 5.790 0.339 -1.314
16 H 3.727 1.410 -3.260
17 H 4.076 -0.999 -3.517
18 H 2.519 -0.747 -2.759
19 H 4.129 -3.201 -2.620
20 H 2.849 -3.019 -1.365
21 H 4.554 -3.278 -0.806
22 H 3.325 2.179 -0.880
23 H 2.169 1.110 -1.245
24 C -4.471 2.443 -2.940
25 C -4.137 1.915 -1.504
26 C -4.887 0.592 -1.282
27 O -6.285 0.981 -1.238
28 C -7.144 -0.056 -1.517
29 N -2.707 1.712 -1.494
30 H -4.119 1.725 -3.669
31 H -3.982 3.430 -3.080
32 H -5.510 2.674 -3.079
33 H -4.602 2.541 -0.726
34 H -4.567 0.050 -0.363
35 H -4.746 -0.168 -2.046
36 H -6.860 -1.023 -0.966
37 H -7.133 -0.356 -2.559
38 H -8.195 0.266 -1.255
39 H -2.174 2.614 -1.527
40 H -2.435 1.172 -0.729
41 C -2.510 -3.315 4.308
42 C -2.411 -2.611 2.993
43 C -3.679 -1.973 2.354
44 O -4.598 -3.070 2.167
45 C -5.510 -2.934 1.144
46 N -1.290 -1.671 3.143
47 H -1.606 -3.867 4.668
48 H -3.396 -3.960 4.350
49 H -2.762 -2.533 5.021
50 H -2.160 -3.338 2.200
51 H -3.363 -1.529 1.392
52 H -4.262 -1.183 3.018
53 H -6.108 -1.945 1.167
54 H -6.167 -3.796 1.106
55 H -4.994 -3.012 0.148
56 H -0.775 -2.188 3.864
57 H -0.857 -1.446 2.218
58 C 0.141 -3.234 -2.175
59 C -1.157 -3.880 -1.851
60 C -1.008 -4.646 -0.529
61 O -2.239 -5.360 -0.338
62 C -2.206 -6.073 0.887
63 N -2.203 -2.882 -1.767
64 H 0.464 -2.640 -1.319
65 H 0.051 -2.620 -3.100
66 H 0.879 -4.103 -2.424
67 H -1.431 -4.576 -2.640
68 H -0.853 -3.868 0.356
69 H -0.234 -5.352 -0.552
70 H -2.911 -6.876 0.824
71 H -2.367 -5.382 1.684
72 H -1.150 -6.463 1.051
73 H -3.010 -3.379 -1.358
74 H -1.919 -2.265 -0.932
75 C 4.158 4.740 -3.191
76 C 3.333 5.258 -2.019
77 C 3.998 5.255 -0.657
78 O 4.679 4.040 -0.388
79 C 5.641 4.185 0.661
80 N 2.949 6.645 -2.262
81 H 4.357 3.658 -3.116
82 H 5.114 5.227 -3.196
83 H 3.665 4.844 -4.218
84 H 2.439 4.602 -1.930
85 H 3.203 5.437 0.096
86 H 4.682 6.133 -0.652
87 H 6.496 4.722 0.363
88 H 5.979 3.136 0.771
89 H 5.256 4.639 1.577
90 H 3.755 7.204 -2.138
91 H 2.329 6.989 -1.504
92 C -2.559 6.837 -1.536
93 C -2.379 5.506 -2.236
94 C -2.725 5.697 -3.728
95 O -4.086 6.084 -3.819
96 C -4.339 7.368 -4.376
97 N -1.006 4.974 -2.184
98 H -3.542 7.239 -1.476
99 H -1.926 7.650 -1.943
100 H -2.300 6.798 -0.434
101 H -3.108 4.764 -1.807
102 H -2.572 4.709 -4.228
103 H -2.072 6.551 -4.020
104 H -3.707 8.135 -3.919
105 H -5.369 7.629 -4.315
106 H -4.129 7.439 -5.408
107 H -0.406 5.779 -2.504
108 H -0.786 4.500 -1.329
109 C -0.089 4.966 1.438
110 C 0.692 3.935 0.552
111 C 1.783 3.363 1.438
112 O 2.596 4.381 2.008
113 C 2.665 4.336 3.411
114 N -0.337 2.895 0.173
115 H 0.390 5.978 1.319
116 H -0.150 4.684 2.497
117 H -1.110 5.065 1.101
118 H 1.101 4.447 -0.324
119 H 2.376 2.695 0.834
120 H 1.354 2.767 2.298
121 H 2.978 5.324 3.770
122 H 3.434 3.646 3.751
123 H 1.697 4.037 3.893
124 H -0.850 2.582 1.025
125 H 0.098 2.051 -0.367
126 C -5.392 -3.316 -3.160
127 C -5.304 -4.702 -3.700
128 C -4.009 -4.941 -4.515
129 O -4.015 -4.151 -5.676
130 C -2.752 -4.198 -6.293
131 N -5.610 -5.642 -2.605
132 H -4.938 -2.556 -3.755
133 H -4.864 -3.309 -2.183
134 H -6.422 -3.065 -2.981
135 H -6.128 -4.777 -4.460
136 H -3.958 -6.032 -4.720
137 H -3.161 -4.694 -3.892
138 H -2.857 -3.896 -7.324
139 H -2.305 -5.135 -6.138
140 H -2.084 -3.403 -5.857
141 H -4.822 -5.747 -1.956
142 H -5.901 -6.536 -2.980
143 C 6.459 0.763 3.208
144 C 6.078 -0.320 2.265
145 C 6.457 -1.596 2.972
146 O 7.935 -1.679 2.952
147 C 8.411 -2.856 3.641
148 N 4.679 -0.217 1.772
149 H 6.198 0.591 4.281
150 H 5.974 1.713 2.983
151 H 7.518 0.959 3.169
152 H 6.699 -0.333 1.405
153 H 6.025 -2.441 2.459
154 H 6.184 -1.517 4.026
155 H 7.984 -3.788 3.369
156 H 8.411 -2.778 4.741
157 H 9.512 -3.036 3.404
158 H 4.689 0.679 1.250
159 H 4.008 0.008 2.495
160 C 3.125 1.050 5.124
161 C 2.283 -0.216 4.646
162 C 1.099 -0.548 5.448
163 O 1.379 -0.775 6.825
164 C 2.310 -1.783 7.125
165 N 1.893 -0.191 3.223
166 H 3.962 1.138 4.372
167 H 3.665 0.894 6.037
168 H 2.633 2.045 5.159
169 H 2.900 -1.080 4.712
170 H 0.654 -1.459 5.100
171 H 0.455 0.284 5.382
172 H 2.083 -2.040 8.141
173 H 3.382 -1.447 7.096
174 H 2.111 -2.642 6.398
175 H 1.148 0.466 3.033
176 H 1.384 -1.051 2.916
177 C 3.813 -3.967 2.095
178 C 2.292 -4.093 2.041
179 C 1.773 -5.530 1.988
180 O 2.617 -6.258 1.066
181 C 2.032 -7.420 0.557
182 N 1.558 -3.306 3.053
183 H 4.244 -4.403 2.995
184 H 4.036 -2.968 2.046
185 H 4.161 -4.438 1.217
186 H 1.900 -3.649 1.046
187 H 0.736 -5.635 1.623
188 H 1.919 -5.965 3.032
189 H 1.751 -8.213 1.280
190 H 2.647 -7.962 -0.169
191 H 1.118 -7.250 -0.038
192 H 0.668 -2.918 2.728
193 H 1.284 -3.968 3.768
194 C -3.484 3.128 2.003
195 C -2.596 2.381 2.956
196 C -3.531 1.769 4.003
197 O -2.793 0.836 4.820
198 C -3.505 0.226 5.875
199 N -1.764 1.353 2.365
200 H -2.821 3.588 1.252
201 H -4.058 3.931 2.506
202 H -4.144 2.518 1.413
203 H -1.935 3.142 3.401
204 H -4.397 1.230 3.665
205 H -3.950 2.529 4.647
206 H -4.388 -0.262 5.580
207 H -3.625 0.899 6.717
208 H -2.869 -0.605 6.211
209 H -2.289 0.556 2.008
210 H -1.166 0.965 3.104
211 C 1.196 -0.021 -5.766
212 C 0.084 0.966 -5.264
213 C -1.301 0.402 -5.350
214 O -1.484 -0.794 -4.499
215 C -2.907 -1.114 -4.476
216 N 0.255 1.504 -3.926
217 H 1.165 -0.953 -5.257
218 H 2.096 0.567 -5.668
219 H 1.018 -0.195 -6.821
220 H 0.099 1.637 -6.112
221 H -1.579 0.128 -6.319
222 H -2.085 1.160 -5.036
223 H -3.223 -1.368 -5.467
224 H -3.396 -0.330 -3.979
225 H -3.076 -1.975 -3.880
226 H -0.379 2.330 -3.752
227 H 1.202 1.900 -3.802

Force components x, y, z for each atom (eV/Å):
0.1 0.0 0.0
0.2 -0.3 0.1
-0.5 1.0 -0.5
1.4 -0.8 0.7
0.3 -0.2 -0.2
-1.0 0.1 -0.3
-0.3 -0.6 0.1
0.1 -0.1 3.2
1.0 1.1 -0.7
-0.4 -0.4 0.8
-0.5 -0.4 -1.4
0.3 0.7 -1.9
0.1 0.6 0.0
0.2 0.2 -0.8
-0.3 -0.2 0.5
-0.7 0.1 -0.3
0.1 -0.3 -0.6
-0.6 -0.5 0.4
0.0 0.3 1.4
0.5 0.0 0.0
-0.2 0.3 -0.4
0.4 -0.4 -0.2
0.3 -0.3 0.0
0.5 1.1 1.3
-1.0 -0.7 -1.8
-0.6 0.2 0.3
1.5 0.2 0.4
-1.2 -1.7 0.9
0.1 1.9 -1.4
0.1 -0.1 -0.2
0.0 -0.8 -0.1
-0.7 -0.3 0.0
0.6 0.4 -0.2
-0.3 0.6 0.0
0.1 0.1 -0.7
-0.5 1.2 -0.3
0.0 0.1 -0.6
1.2 -0.4 -0.1
-0.7 -1.2 0.4
0.9 -0.9 2.0
-1.6 -0.3 0.9
0.6 0.3 -1.8
-1.2 0.2 1.7
0.7 0.2 0.7
-0.3 1.2 -1.8
-1.1 -0.2 0.1
-0.6 0.4 -0.6
0.4 -0.3 -0.1
0.3 0.1 0.5
0.0 -0.1 0.2
-0.2 -0.1 0.3
1.4 -1.2 -1.1
0.8 -1.4 0.1
-0.3 0.0 0.5
-0.2 0.5 0.5
0.8 1.1 -0.9
0.2 -0.7 1.2
1.6 -1.2 -1.5
-0.1 -0.3 0.7
-2.1 2.2 0.9
0.4 0.0 0.1
2.0 0.1 -0.7
-0.3 0.7 2.1
0.4 0.0 -0.2
0.1 -0.2 0.6
-0.8 1.7 0.6
0.0 -0.4 -0.1
-0.1 -1.4 -1.6
1.5 -1.0 0.0
-0.4 -0.4 0.2
-0.6 0.3 0.9
-1.2 -0.1 -0.2
0.2 0.3 -0.4
-0.5 -0.4 -1.4
-0.6 -0.9 -1.0
-0.7 -0.6 -0.2
0.2 0.0 0.0
0.0 0.9 0.4
-0.8 -2.1 -0.2
-2.1 -0.1 0.3
0.0 0.4 0.3
0.6 0.4 -0.2
0.4 0.3 1.6
0.2 0.6 -0.3
0.6 0.0 -0.2
0.1 -0.5 0.2
1.0 1.0 -0.7
-0.1 0.6 0.7
-0.3 -0.3 0.0
1.1 0.7 -0.2
0.3 -0.5 -0.7
1.2 0.6 2.2
-0.5 -0.6 -0.1
-0.1 0.0 1.0
-0.5 0.3 -0.4
1.1 -0.2 0.7
-0.5 1.6 -1.7
-1.1 0.0 -0.6
0.0 -0.5 -0.1
0.1 -0.3 -1.1
0.8 0.6 -0.3
0.1 1.1 -0.1
-0.1 -0.8 -0.7
-0.2 0.1 0.4
-0.9 -0.1 0.7
0.5 -0.4 -1.5
-0.2 -1.6 1.0
0.4 0.1 0.6
0.9 1.0 -0.8
-2.3 -0.4 1.7
-0.1 -0.6 0.7
-0.2 0.1 -0.1
-0.2 0.2 0.5
1.8 -0.3 -1.2
-0.4 -0.9 0.5
0.3 0.0 -0.2
-0.3 0.0 -0.3
0.0 -0.3 0.0
0.6 -0.4 0.0
0.0 0.4 -1.1
-0.3 -0.1 -0.1
0.1 -0.4 0.0
0.6 0.4 -0.4
0.7 -0.4 -0.9
-1.0 1.6 1.7
0.5 0.2 1.7
-0.8 -0.4 -1.4
-1.0 -0.7 1.0
-0.3 -0.3 0.0
0.1 2.6 0.5
0.5 0.2 -0.5
0.2 0.3 -0.7
-0.4 0.2 -0.4
-0.5 0.2 0.2
0.6 -0.3 0.6
0.1 0.4 -0.3
0.5 0.2 0.3
-0.1 -0.4 -0.5
0.7 -1.4 -0.2
-0.3 -0.7 0.0
-0.3 -0.1 -0.4
0.3 -0.1 0.2
0.0 1.9 1.1
-0.8 -0.4 0.8
1.3 -0.3 0.2
-1.0 -1.2 0.4
2.3 1.0 0.1
0.6 0.6 -0.5
0.1 -0.3 -0.8
-0.1 0.1 -0.3
0.5 0.0 0.1
0.6 0.4 -1.0
0.0 -0.6 0.1
-0.4 -0.5 0.0
-1.2 -0.7 -0.5
-0.5 0.3 -0.3
-1.3 0.8 0.0
-0.1 -0.8 -0.1
-0.1 -0.3 0.7
0.3 -0.6 -2.2
0.8 1.0 -0.7
0.6 -0.5 1.7
0.0 1.1 0.4
-0.1 -0.3 -1.4
-0.6 -0.1 -0.9
-0.9 0.1 0.5
-0.2 -0.3 0.8
-0.2 -0.9 0.0
1.2 -0.6 0.1
-0.5 -0.4 -0.7
-1.4 0.8 0.2
0.0 -0.6 0.5
-0.8 -0.3 -0.3
0.6 0.6 1.0
0.0 0.8 0.2
1.1 0.4 0.7
-1.9 -1.7 0.8
-2.1 1.1 -2.2
1.3 -0.9 0.5
-0.2 -0.1 0.2
-1.0 -1.3 -0.6
0.2 -0.7 0.4
0.0 -0.1 0.0
0.7 2.5 0.0
0.8 -0.7 -0.8
1.0 -0.4 1.2
0.3 0.4 0.5
-0.5 0.1 -1.0
0.2 0.6 0.3
0.7 0.6 0.3
0.0 0.5 0.3
0.4 -0.3 -0.6
0.0 0.1 0.5
0.8 1.2 -1.1
-1.1 -0.8 0.9
0.9 -0.6 2.0
0.0 0.5 -0.3
2.2 -0.1 0.2
0.7 0.3 -0.1
-0.3 0.2 0.1
0.3 -0.5 -0.2
-0.5 -0.6 0.1
-0.1 -0.4 0.3
-0.4 -0.3 -1.2
-0.1 0.7 0.4
-1.6 -0.2 -0.6
-0.4 0.2 0.2
0.1 0.3 0.1
0.0 0.2 0.0
-0.5 0.0 -0.3
-1.4 1.5 0.6
-0.2 -1.2 -1.0
-1.3 -0.5 2.5
-0.4 1.0 -0.5
2.1 -0.6 -0.3
0.5 1.6 0.4
0.4 -0.7 0.6
0.7 -0.4 0.1
0.0 -0.1 -0.2
-0.1 1.3 0.1
-0.2 -0.5 -1.8
0.9 -0.5 -0.1
-0.6 0.4 -0.7
-1.1 1.4 0.2
0.5 -0.8 0.6
0.7 -1.1 -0.4
-0.6 -0.4 0.0

Results
Highest occupied orbital energy ... -7.933 eV
Calculated total energy ... -4345.24091 Eh
M ... 1264.8 g mol⁻¹

Results of the Mulliken charge analysis, in e, for atoms 1 through 2: Na 0.37; Na -0.69

Here is a structure of composition C53H30Cl4MnN7O3S from OMol25. Energies are from ωB97M-V/def2-TZVPD.

Cartesian coordinates (Å):
1 Mn 0.208 -0.038 1.244
2 Cl 3.331 -8.900 0.145
3 C 2.757 -7.269 0.350
4 C 2.984 -6.336 -0.647
5 C 2.529 -5.036 -0.475
6 C 1.850 -4.664 0.680
7 C 1.630 -5.623 1.666
8 C 2.080 -6.926 1.508
9 C 1.351 -3.267 0.864
10 C 2.288 -2.266 1.100
11 C 3.691 -2.457 1.091
12 C 4.267 -1.224 1.194
13 C 3.217 -0.263 1.296
14 C 3.363 1.125 1.492
15 C 4.434 1.906 0.866
16 C 4.635 3.271 1.157
17 C 5.610 4.028 0.531
18 C 6.417 3.455 -0.436
19 Cl 7.640 4.404 -1.229
20 C 6.222 2.133 -0.796
21 C 5.248 1.383 -0.164
22 C 2.353 1.763 2.316
23 N 1.017 1.522 2.194
24 C 0.369 2.398 3.051
25 C -1.024 2.639 3.029
26 C -1.538 3.829 3.765
27 C -2.421 3.687 4.831
28 C -2.892 4.796 5.521
29 C -2.478 6.058 5.135
30 Cl -3.059 7.452 6.000
31 C -1.604 6.229 4.071
32 C -1.136 5.112 3.396
33 C -1.900 1.878 2.310
34 C -3.292 2.167 2.114
35 C -3.825 1.151 1.396
36 C -2.775 0.193 1.162
37 N -1.597 0.665 1.690
38 C -2.965 -1.060 0.598
39 C -1.957 -2.016 0.551
40 C -2.161 -3.391 0.213
41 C -0.964 -4.020 0.339
42 C -0.005 -3.038 0.723
43 N -0.638 -1.805 0.847
44 C -4.339 -1.445 0.154
45 C -5.230 -2.032 1.049
46 C -6.518 -2.372 0.659
47 C -6.917 -2.119 -0.644
48 Cl -8.532 -2.541 -1.139
49 C -6.051 -1.540 -1.556
50 C -4.764 -1.208 -1.150
51 C 1.324 3.117 3.778
52 C 2.569 2.721 3.315
53 N 2.010 -0.920 1.288
54 H 3.504 -6.629 -1.550
55 H 2.695 -4.301 -1.254
56 H 1.098 -5.338 2.567
57 H 1.911 -7.670 2.275
58 H 4.184 -3.416 1.027
59 H 5.319 -1.005 1.278
60 H 4.001 3.767 1.877
61 H 5.738 5.071 0.793
62 H 6.818 1.699 -1.591
63 H 5.095 0.376 -0.513
64 H -2.737 2.694 5.129
65 H -3.574 4.684 6.355
66 H -1.301 7.224 3.775
67 H -0.451 5.232 2.565
68 H -3.789 3.055 2.478
69 H -4.843 1.040 1.053
70 H -3.107 -3.815 -0.085
71 H -0.746 -5.062 0.160
72 H -4.910 -2.222 2.068
73 H -7.208 -2.825 1.360
74 H -6.375 -1.349 -2.571
75 H -4.082 -0.761 -1.865
76 H 1.108 3.851 4.540
77 H 3.535 3.039 3.680
78 O -3.866 0.107 -6.457
79 S -3.010 0.437 -7.579
80 O -3.147 -0.440 -8.722
81 O -2.936 1.856 -7.893
82 C -1.314 0.158 -6.955
83 N -0.343 -0.140 -7.829
84 C 0.881 -0.240 -7.333
85 C 1.174 -0.060 -5.991
86 C 0.104 0.229 -5.163
87 N -1.129 0.333 -5.641
88 C 0.231 0.420 -3.688
89 C -0.914 0.641 -2.932
90 C -0.800 0.767 -1.566
91 N 0.363 0.680 -0.906
92 C 1.467 0.503 -1.636
93 C 1.446 0.381 -3.012
94 H 1.669 -0.484 -8.041
95 H 2.191 -0.145 -5.627
96 H -1.871 0.703 -3.437
97 H -1.679 0.936 -0.953
98 H 2.406 0.471 -1.099
99 H 2.382 0.246 -3.538

Force components x, y, z for each atom (eV/Å):
0.2 0.0 0.2
0.0 0.0 0.0
0.0 0.0 0.0
0.0 0.0 0.0
0.0 0.0 0.0
-0.1 0.0 0.1
0.0 0.0 0.0
0.0 0.0 0.0
-0.1 -0.1 -0.1
0.1 0.2 0.1
0.1 0.0 0.1
0.1 0.1 -0.1
0.1 -0.2 0.0
-0.1 0.1 -0.1
0.0 0.0 0.0
0.0 0.0 0.0
0.0 0.0 0.0
-0.1 0.0 0.1
0.0 0.0 0.0
0.0 -0.1 -0.1
-0.1 0.0 0.1
0.0 0.2 -0.1
-0.1 -0.1 -0.1
0.3 0.0 0.0
-0.1 0.1 0.0
0.1 0.0 0.0
0.0 0.0 0.0
0.0 0.0 0.0
0.0 0.0 -0.1
0.0 0.0 0.0
0.0 0.0 0.0
0.0 0.0 0.0
0.0 -0.1 0.1
-0.2 -0.1 -0.1
-0.1 0.2 0.0
0.1 0.0 0.2
-0.1 0.0 -0.3
-0.2 0.2 0.0
0.3 -0.1 -0.1
0.0 -0.1 -0.1
-0.1 -0.1 0.0
0.0 0.0 0.0
0.1 0.1 0.0
0.0 0.1 0.0
-0.1 0.0 0.0
0.0 0.0 0.1
0.1 0.0 0.0
0.0 0.0 0.0
0.0 0.0 -0.1
0.0 0.0 0.0
-0.1 0.1 0.0
0.1 0.0 0.2
-0.1 0.0 -0.2
0.0 0.0 0.0
0.0 0.0 0.0
0.0 0.0 0.0
0.0 0.0 0.0
0.0 0.1 0.0
0.0 0.1 -0.1
0.1 0.0 -0.1
0.0 0.0 0.0
0.0 0.0 0.1
-0.1 -0.2 0.0
0.0 0.0 0.0
0.0 0.0 0.0
0.0 0.0 0.0
0.0 0.0 0.0
0.0 -0.1 0.0
0.1 0.0 0.0
0.0 0.0 0.0
0.0 0.1 0.0
0.0 0.0 0.0
0.0 0.0 -0.1
0.0 0.0 0.0
0.0 0.0 0.0
0.0 0.0 -0.1
-0.1 0.0 0.0
0.1 0.0 0.1
-0.1 0.2 -0.1
0.1 0.0 0.0
0.0 -0.1 0.0
0.2 -0.1 0.3
-0.2 0.1 0.2
-0.1 0.0 -0.1
0.3 0.0 0.0
-0.1 0.0 0.1
-0.1 0.0 -0.4
0.1 0.0 -0.1
0.0 0.0 -0.1
-0.1 0.1 0.1
-0.1 -0.3 0.1
0.1 0.1 -0.1
0.1 0.0 0.0
0.0 0.0 0.0
-0.1 0.0 -0.1
0.0 0.0 0.1
0.0 0.0 -0.1
0.0 -0.1 0.1
0.0 0.0 0.0

Results
Charge ... -1
Highest occupied orbital energy (spin up / spin down) ... -4.283 / -5.448 eV
<S²> ... 8.9591
Multiplicity ... 6
Calculated total energy ... -6036.86450 Eh
M ... 1041.7 g mol⁻¹

Results of the Mulliken charge analysis, in e, for atoms 1 through 2: Mn -0.09; Cl -0.23